A 2-piece molecular cluster, C5H13NO2 overall in a non-equilibrium geometry, computed with the ωB97M-V functional and the def2-TZVPD basis.

Output
SMILES string = CCCCNC=O.O
molecular weight = 119.16 g/mol
E_tot = -403.53981 hartree
largest force on an atom = 1.4 eV/A
Kohn-Sham gap = 0.3763 hartree

Geometry as XYZ:
```
21
Properties=species:S:1:pos:R:3:forces:R:3
O 0.480551 3.555301 -1.364806 -0.1 0.2 -0.1
C 0.072473 3.228051 -0.273855 -0.4 -0.4 0.0
N -0.034919 1.933946 0.143045 0.7 0.5 -1.1
C -0.017676 0.860333 -0.854369 -0.3 0.1 -0.1
C 0.413546 -0.501828 -0.341397 0.5 0.5 1.0
C 1.921471 -0.653993 -0.098824 0.3 -0.5 0.0
C 2.404392 0.060406 1.168367 -0.8 0.5 -0.4
H -0.368053 3.949346 0.433262 0.4 0.1 0.2
H -0.150162 1.748084 1.107401 -0.4 -0.2 0.7
H 0.571794 1.174855 -1.713025 0.2 0.1 0.2
H -1.043816 0.833777 -1.210993 -0.2 -0.4 -0.3
H 0.029521 -1.285373 -0.989723 0.0 0.0 -0.1
H -0.028698 -0.608426 0.657122 -0.4 -0.4 -0.2
H 2.166745 -1.711251 0.044331 -0.2 -0.1 -0.2
H 2.478317 -0.355383 -0.987948 0.1 0.2 0.0
H 2.117944 1.111279 1.114510 0.3 0.1 0.1
H 1.870754 -0.355403 2.023954 0.2 -0.1 0.2
H 3.472252 0.003622 1.333556 0.2 -0.2 0.0
H -5.444156 -4.873914 0.500584 -0.2 0.2 0.0
H -5.148111 -4.016807 -0.714523 -0.1 0.1 0.0
O -5.764169 -4.096620 0.023331 0.3 -0.3 0.0
```
Forces are in eV/Å.

Löwdin analysis output, partial charges in e: number 1, O, carries 0.018; number 2, C, carries -0.369; number 3, N, carries 0.015; number 4, C, carries -0.191; number 5, C, carries -0.199; number 6, C, carries -0.257; number 7, C, carries -0.109; number 8, H, carries 0.128; number 9, H, carries 0.115; number 10, H, carries 0.118; number 11, H, carries 0.117; number 12, H, carries 0.109; number 13, H, carries 0.106; number 14, H, carries 0.100; number 15, H, carries 0.105; number 16, H, carries 0.054; number 17, H, carries 0.072; number 18, H, carries 0.067; number 19, H, carries 0.034; number 20, H, carries 0.032; number 21, O, carries -0.066

---

One molecule with the formula C8H7BO5 in a non-equilibrium geometry, computed with the ωB97M-V functional and the def2-TZVPD basis.

Output
SMILES string = C#CCC1=C(B(O)OC)C(=O)OC1=O
molecular weight = 193.95 g/mol
E_tot = -710.06442 hartree
largest force on an atom = 4.2 eV/A
Kohn-Sham gap = 0.3447 hartree

Geometry as XYZ:
```
21
Properties=species:S:1:pos:R:3:forces:R:3
C -0.268948 -0.722825 3.642363 -0.4 -0.2 -1.7
C -0.421107 0.084734 2.730254 -0.2 -0.4 -0.2
C -0.671699 0.958346 1.431066 -0.4 -1.6 1.3
C -1.037099 -0.061184 0.263226 2.0 -0.2 -0.5
C -0.098691 -0.670615 -0.566166 -4.0 0.0 1.2
B 1.510291 -0.513609 -0.618420 1.3 -0.1 -0.9
O 2.392166 -0.881956 0.436745 -1.8 1.2 -0.9
O 2.075029 0.046327 -1.799953 -1.2 0.5 2.0
C 1.466227 1.310708 -2.151510 -0.3 0.9 -1.2
C -1.044882 -1.586556 -1.460321 2.0 -0.7 -0.8
O -0.660153 -2.362109 -2.305326 -1.3 1.5 1.5
O -2.429465 -1.439064 -1.131698 1.2 1.0 1.0
C -2.500226 -0.524575 -0.067236 1.0 1.3 0.9
O -3.475387 -0.105302 0.506091 1.2 -1.3 -1.5
H -0.225313 -1.704956 4.191235 0.1 2.0 -0.6
H 0.282800 1.527338 1.217347 -1.3 -0.6 0.0
H -1.541349 1.654350 1.653827 1.2 -0.8 -0.4
H 2.700808 -0.048496 0.852802 0.2 -0.8 -0.3
H 2.036893 1.763927 -3.029491 -0.7 -0.8 1.2
H 1.532757 2.068120 -1.309156 -0.1 -0.9 -0.8
H 0.377345 1.207396 -2.485679 1.4 0.0 0.6
```
Forces are in eV/Å.

Löwdin analysis output, partial charges in e: number 1, C, carries 0.075; number 2, C, carries -0.107; number 3, C, carries -0.089; number 4, C, carries -0.047; number 5, C, carries 0.097; number 6, B, carries -0.480; number 7, O, carries 0.131; number 8, O, carries -0.002; number 9, C, carries -0.084; number 10, C, carries -0.319; number 11, O, carries 0.156; number 12, O, carries 0.120; number 13, C, carries -0.341; number 14, O, carries 0.156; number 15, H, carries 0.059; number 16, H, carries 0.114; number 17, H, carries 0.126; number 18, H, carries 0.120; number 19, H, carries 0.108; number 20, H, carries 0.099; number 21, H, carries 0.107

---

An isolated ion of composition C3H9N2 and charge +1 in a non-equilibrium geometry, computed with the ωB97M-V functional and the def2-TZVPD basis.

Output
2S+1 = 3
net charge = +1
molecular weight = 73.12 g/mol
E_tot = -228.75166 hartree
largest force on an atom = 9.1 eV/A
expectation value of S² = 2.008
Kohn-Sham gap (spin up / spin down) = 0.3142 / 0.2737 hartree

Geometry as XYZ:
```
14
Properties=species:S:1:pos:R:3:forces:R:3
C 0.992536 -0.338751 0.055102 4.5 -3.5 1.4
C -1.315536 -0.934614 0.457676 -0.6 0.9 -0.2
C -0.852593 1.280012 -0.493599 -1.4 0.7 0.2
N 2.471483 -0.071089 -0.145382 -8.0 3.4 -2.6
N -0.405530 0.003322 -0.147217 1.7 -0.5 0.1
H 1.106503 -1.410064 0.260004 -1.2 0.4 0.0
H 2.920674 -0.773445 0.272619 2.7 -2.7 1.9
H -1.094514 -1.064605 1.551574 -0.3 0.5 -0.7
H -2.245200 -0.459259 0.137334 -0.5 -0.7 1.1
H -1.329585 -1.937019 0.055031 0.7 -0.3 -0.5
H -1.895975 1.385604 -0.143352 0.5 0.1 -0.4
H -0.260895 2.042901 -0.008843 0.5 0.3 0.0
H -0.819234 1.413622 -1.570109 0.1 0.2 -0.4
H 2.727866 0.863390 -0.280839 1.3 1.1 0.1
```
Forces are in eV/Å.

Löwdin analysis output, partial charges in e: number 1, C, carries -0.043; number 2, C, carries 0.011; number 3, C, carries -0.007; number 4, N, carries 0.183; number 5, N, carries -0.126; number 6, H, carries 0.100; number 7, H, carries 0.044; number 8, H, carries 0.154; number 9, H, carries 0.104; number 10, H, carries 0.119; number 11, H, carries 0.120; number 12, H, carries 0.122; number 13, H, carries 0.135; number 14, H, carries 0.083